A 4-piece molecular cluster, C46H81ClN3O7PS overall in a non-equilibrium geometry. Source: the OMol25 dataset; level of theory: ωB97M-V with the def2-TZVPD basis set.

Results
* electronic energy: -100464.697 eV
* gap between HOMO and LUMO: 6.9 eV
* LUMO: -0.95 eV
* highest occupied orbital energy: -0.290 Eh
* total charge: 0

Structure (XYZ):
```
140
Properties=species:S:1:pos:R:3:forces:R:3
C 0.078 -4.186 4.905 0.0 0.3 0.2
C -0.967 -3.310 5.599 -0.1 -0.5 0.0
C -2.391 -3.860 5.509 -0.1 0.5 -0.4
C -2.943 -4.074 4.088 0.0 -0.1 0.5
C -2.566 -2.967 3.112 -0.3 -0.5 -0.3
C -3.210 -3.248 1.739 0.1 0.3 0.4
C -2.557 -2.605 0.530 -0.5 0.3 0.4
C -2.095 -3.415 -0.503 0.3 0.1 -0.4
C -1.510 -2.866 -1.662 -0.2 0.5 0.5
C -1.341 -1.486 -1.791 -0.5 -0.3 0.0
C -0.661 -0.914 -3.008 0.5 -0.2 0.1
C 0.868 -0.902 -2.839 0.0 0.1 -0.1
O 1.324 0.405 -3.131 0.1 -0.3 0.0
C 2.722 0.580 -2.962 0.1 0.8 0.0
C 3.008 1.392 -1.694 -0.4 -0.1 -0.3
C -1.786 -0.638 -0.753 0.0 -0.1 0.1
C -1.518 0.846 -0.931 0.3 -0.6 0.4
C -2.432 -1.194 0.379 0.6 -0.4 -0.7
S -3.125 -0.066 1.595 -1.1 0.9 -0.1
C -1.830 0.331 2.754 -0.1 0.0 -0.2
O -4.241 -0.683 2.262 0.4 -0.4 0.2
O -3.463 1.188 0.970 0.4 -0.1 -0.3
C -1.061 -3.823 -2.722 -0.1 -0.1 0.4
O -1.197 -3.642 -3.902 0.1 0.3 -0.7
C -0.460 -5.078 -2.219 0.2 -0.2 0.4
C 0.597 -5.666 -2.905 -0.4 0.0 0.3
C 1.138 -6.839 -2.398 -0.2 0.2 -0.1
O 2.187 -7.472 -2.991 -0.1 -0.1 0.5
C 3.236 -6.626 -3.456 0.3 -0.1 -0.3
C 4.491 -7.451 -3.648 -0.3 0.4 -0.1
C 0.576 -7.412 -1.252 0.0 -0.1 -0.2
C -0.503 -6.837 -0.588 0.2 0.1 -0.1
P -1.233 -7.709 0.855 -0.5 -0.6 -0.4
O -0.073 -8.841 1.088 0.0 0.4 0.5
Cl -0.765 -6.317 2.311 0.2 0.1 0.0
C -1.017 -5.630 -1.070 0.4 0.1 -0.3
C -2.183 -4.913 -0.469 0.6 0.2 -0.4
O -3.124 -5.535 -0.062 -0.6 -0.5 0.5
H 1.041 -4.042 5.388 0.2 -0.1 0.0
H -0.195 -5.236 4.972 0.0 -0.1 0.1
H 0.217 -3.942 3.854 -0.1 0.0 -0.1
H -0.706 -3.264 6.655 0.0 0.2 0.1
H -0.947 -2.292 5.213 0.1 0.1 0.0
H -3.057 -3.136 5.982 0.0 0.0 0.2
H -2.455 -4.776 6.092 -0.1 -0.2 0.0
H -4.030 -4.072 4.191 -0.2 -0.1 -0.2
H -2.687 -5.057 3.701 0.2 -0.1 -0.1
H -2.973 -2.062 3.544 0.3 0.4 -0.1
H -1.487 -2.901 2.982 0.2 0.1 0.1
H -4.239 -2.909 1.770 -0.1 0.0 0.0
H -3.245 -4.324 1.637 0.1 0.0 -0.3
H -0.961 0.106 -3.203 -0.2 0.1 0.0
H -0.894 -1.487 -3.891 -0.3 -0.1 -0.1
H 1.342 -1.609 -3.527 0.0 -0.1 -0.1
H 1.153 -1.212 -1.827 0.0 0.2 0.1
H 3.061 1.165 -3.815 0.0 -0.1 -0.2
H 3.263 -0.365 -2.974 -0.1 -0.2 0.0
H 3.767 2.148 -1.866 0.4 -0.1 0.1
H 3.261 0.759 -0.850 0.1 0.1 0.2
H 2.094 1.941 -1.480 -0.1 0.0 0.2
H -1.398 1.320 0.028 -0.2 0.3 0.1
H -0.587 1.000 -1.463 0.1 0.0 -0.2
H -2.330 1.318 -1.472 -0.1 0.2 0.0
H -1.199 -0.518 2.977 0.0 -0.2 0.1
H -1.269 1.156 2.332 0.2 0.0 -0.1
H -2.353 0.688 3.636 -0.1 -0.1 0.2
H 0.939 -5.186 -3.807 0.2 -0.1 -0.1
H 2.978 -6.176 -4.414 -0.3 0.1 -0.1
H 3.411 -5.828 -2.736 -0.1 0.1 0.1
H 5.179 -6.849 -4.237 0.2 0.0 0.0
H 4.955 -7.687 -2.697 0.0 -0.3 0.1
H 4.252 -8.343 -4.218 0.1 -0.2 0.1
H 1.004 -8.340 -0.906 0.0 -0.1 0.0
H 0.729 -8.444 1.458 0.1 -0.2 -0.1
C 2.347 8.891 -0.049 0.0 0.0 0.0
C 1.497 7.633 -0.154 0.1 0.1 0.1
N 2.108 6.598 -0.966 0.0 -0.1 -0.1
C 1.201 5.515 -1.299 -0.2 -0.1 -0.1
C 0.668 4.639 -0.159 0.0 -0.1 0.0
C 3.448 6.204 -0.572 0.3 0.1 0.1
C 3.658 5.665 0.850 0.1 -0.1 0.0
H 2.592 9.279 -1.040 0.0 0.0 0.0
H 1.796 9.663 0.490 0.0 0.0 0.0
H 3.276 8.717 0.495 0.0 0.0 0.0
H 0.547 7.905 -0.622 0.0 -0.1 0.0
H 1.254 7.285 0.863 0.0 0.0 0.0
H 1.688 4.873 -2.040 0.1 0.0 0.0
H 0.345 5.953 -1.820 0.0 0.1 0.1
H 1.426 3.948 0.211 0.0 0.0 0.1
H -0.165 4.033 -0.523 0.0 0.0 0.0
H 0.297 5.227 0.681 0.0 0.0 0.0
H 4.105 7.067 -0.706 -0.1 0.0 0.0
H 3.820 5.465 -1.287 -0.2 0.0 -0.1
H 3.127 6.257 1.597 0.0 0.0 0.0
H 4.720 5.701 1.101 0.0 0.0 0.0
H 3.343 4.627 0.946 -0.1 0.0 0.0
C -6.617 -2.856 2.657 -0.1 -0.1 0.0
C -6.513 -4.374 2.703 -0.1 0.1 -0.1
N -6.636 -4.918 4.043 0.1 -0.1 0.1
C -6.262 -6.319 4.129 0.2 -0.1 0.0
C -7.114 -7.346 3.373 0.0 -0.1 0.1
C -7.831 -4.532 4.772 -0.2 0.2 0.1
C -9.194 -4.870 4.152 0.0 0.0 0.1
H -5.887 -2.394 3.321 0.0 0.0 0.0
H -6.417 -2.505 1.644 0.0 0.0 0.0
H -7.611 -2.500 2.932 0.0 0.0 0.0
H -5.529 -4.659 2.321 -0.1 -0.1 0.0
H -7.250 -4.802 2.004 0.0 0.0 0.0
H -6.221 -6.601 5.185 -0.1 0.1 0.0
H -5.231 -6.402 3.769 0.0 0.1 -0.1
H -8.067 -7.529 3.869 0.0 0.0 0.0
H -6.586 -8.301 3.335 0.0 0.0 0.0
H -7.310 -7.041 2.345 0.0 0.0 0.0
H -7.792 -3.452 4.935 0.0 0.0 -0.1
H -7.775 -4.965 5.774 0.1 -0.1 0.0
H -9.227 -4.645 3.085 0.0 0.0 0.0
H -9.972 -4.275 4.634 0.0 0.0 0.0
H -9.460 -5.917 4.291 0.0 0.0 -0.1
C 7.647 8.127 -5.606 0.0 0.0 0.0
C 6.935 9.305 -4.958 0.1 -0.1 0.0
N 5.687 8.938 -4.317 -0.1 0.1 0.0
C 4.875 10.082 -3.939 -0.1 0.1 -0.1
C 5.417 11.037 -2.868 -0.1 0.0 0.0
C 5.772 7.874 -3.334 0.1 -0.3 0.1
C 6.713 8.072 -2.136 -0.1 -0.1 0.1
H 6.992 7.620 -6.315 0.0 0.0 0.0
H 8.524 8.483 -6.149 0.0 0.0 0.0
H 7.994 7.400 -4.871 0.0 0.0 0.0
H 6.706 10.033 -5.740 -0.1 0.1 0.1
H 7.635 9.803 -4.267 0.0 0.0 0.0
H 3.894 9.716 -3.623 0.0 -0.1 0.0
H 4.686 10.661 -4.848 0.1 0.0 0.0
H 5.351 10.609 -1.868 0.1 0.0 0.0
H 4.822 11.953 -2.861 0.0 0.0 0.0
H 6.453 11.322 -3.054 0.0 0.0 0.0
H 6.071 6.957 -3.850 0.0 0.1 -0.1
H 4.765 7.664 -2.965 0.0 0.1 0.0
H 7.678 8.486 -2.432 0.0 0.0 0.0
H 6.904 7.109 -1.656 0.0 0.0 0.0
H 6.275 8.724 -1.381 0.1 0.1 0.0
```
Forces are in eV/Å.

These are the Mulliken partial charges, in e, on atoms 1 to 2: number 1, C, carries -0.988; number 2, C, carries -0.458

=====

C46H81N2O5PtSSi as an isolated structure. Source: the OMol25 dataset; level of theory: ωB97M-V with the def2-TZVPD basis set.

Results
* multiplicity: 5
* electronic energy: -84191.267 eV
* gap between HOMO and LUMO (alpha / beta): 7.5 / 5.7 eV
* LUMO (alpha / beta): -1.92 / -4.51 eV
* highest occupied orbital energy (alpha / beta): -0.346 / -0.375 Eh
* ⟨S²⟩: 6.100
* total charge: +1

Structure (XYZ):
```
137
Properties=species:S:1:pos:R:3:forces:R:3
Pt 0.072 0.077 -0.671 0.1 0.0 -0.2
C 2.843 -0.533 -3.182 0.0 0.0 0.0
N 2.627 -0.235 -1.774 0.1 0.0 0.0
C 3.514 -0.830 -0.792 0.0 0.0 0.0
C 1.909 0.878 -1.406 -0.1 0.0 0.0
C -0.432 2.068 -0.269 0.0 -0.2 0.1
N -1.031 2.013 0.956 0.0 0.2 0.0
C -2.414 1.563 1.044 0.1 0.0 0.0
C -2.620 0.429 2.015 0.0 0.0 -0.1
C -3.578 0.526 2.981 0.0 0.0 0.0
C -3.831 -0.532 3.877 0.0 0.0 0.0
C -3.027 -1.679 3.790 0.0 0.0 0.0
C -2.027 -1.853 2.864 0.0 0.0 0.0
C -1.841 -0.793 1.883 -0.1 0.1 0.0
O -1.037 -0.954 0.935 0.0 0.0 0.1
C -1.201 -3.143 2.916 0.0 0.0 0.0
C -2.147 -4.326 2.647 0.0 0.0 0.0
C -0.600 -3.273 4.327 0.0 0.0 0.0
C -0.034 -3.239 1.923 0.0 0.0 0.0
C -4.905 -0.454 4.950 0.0 0.0 0.0
C -5.845 -1.662 4.814 0.0 0.0 0.0
C -5.739 0.822 4.848 0.0 0.0 0.0
C -4.221 -0.488 6.327 0.0 0.0 0.0
C -0.308 2.201 2.215 0.0 0.1 -0.1
C 1.184 2.350 2.111 0.0 0.0 0.0
C 1.786 3.568 1.987 0.0 0.0 0.0
C 3.192 3.690 2.011 0.0 0.0 0.0
C 3.952 2.544 2.319 0.0 0.0 0.0
C 3.420 1.291 2.499 0.0 0.0 0.0
C 1.995 1.136 2.200 0.0 0.1 -0.1
O 1.459 0.041 1.963 0.0 -0.1 0.2
C 4.291 0.180 3.093 0.0 0.0 0.0
C 3.612 -1.187 3.215 0.0 0.0 0.0
C 5.587 -0.002 2.290 0.0 0.0 0.0
C 4.653 0.644 4.520 0.0 0.0 0.0
C 3.897 5.024 1.820 0.0 0.0 0.0
C 4.987 4.872 0.747 0.0 0.0 0.0
C 2.938 6.130 1.380 0.0 0.0 0.0
C 4.546 5.435 3.153 0.0 0.0 0.0
H 3.212 -1.548 -3.286 0.0 0.0 0.0
H 1.905 -0.435 -3.723 0.0 0.0 0.0
H 3.586 0.162 -3.586 0.0 0.0 0.0
H 2.973 -0.983 0.143 0.0 0.0 0.0
H 3.887 -1.782 -1.159 0.0 0.0 0.0
H 4.361 -0.162 -0.603 0.0 0.0 0.0
H 1.585 1.474 -2.257 0.0 0.0 0.0
H 2.353 1.443 -0.584 0.0 0.0 0.0
H -1.109 2.267 -1.096 0.0 0.0 0.0
H 0.473 2.666 -0.292 0.0 0.0 0.0
H -2.712 1.237 0.045 0.0 0.0 0.0
H -3.061 2.398 1.329 0.0 0.0 0.1
H -4.156 1.437 3.049 0.0 0.0 0.0
H -3.203 -2.472 4.505 0.0 0.0 0.0
H -2.950 -4.387 3.384 0.0 0.0 0.0
H -1.582 -5.260 2.687 0.0 0.0 0.0
H -2.597 -4.243 1.656 0.0 0.0 0.0
H -1.360 -3.304 5.108 0.0 0.0 0.0
H 0.073 -2.440 4.538 0.0 0.0 0.0
H -0.024 -4.198 4.389 0.0 0.0 0.0
H -0.378 -3.285 0.891 0.0 0.0 0.0
H 0.508 -4.162 2.142 0.0 0.0 0.0
H 0.657 -2.402 2.017 0.0 0.0 0.0
H -6.320 -1.682 3.831 0.0 0.0 0.0
H -6.630 -1.599 5.569 0.0 0.0 0.0
H -5.324 -2.609 4.959 0.0 0.0 0.0
H -6.225 0.914 3.874 0.0 0.0 0.0
H -5.140 1.718 5.025 0.0 0.0 0.0
H -6.523 0.800 5.605 0.0 0.0 0.0
H -3.670 -1.417 6.482 0.0 0.0 0.0
H -4.975 -0.411 7.113 0.0 0.0 0.0
H -3.525 0.345 6.440 0.0 0.0 0.0
H -0.511 1.344 2.861 0.0 0.0 0.0
H -0.713 3.088 2.714 0.0 0.0 0.0
H 1.170 4.452 1.877 0.0 0.0 0.0
H 5.015 2.680 2.470 0.0 0.0 0.0
H 3.317 -1.601 2.253 0.0 0.0 0.0
H 2.722 -1.148 3.844 0.0 0.0 0.0
H 4.322 -1.875 3.679 0.0 0.0 0.0
H 5.393 -0.486 1.332 0.0 0.0 0.0
H 6.270 -0.644 2.850 0.0 0.0 0.0
H 6.104 0.939 2.100 0.0 0.0 0.0
H 3.753 0.828 5.111 0.0 0.0 0.0
H 5.245 1.560 4.508 0.0 0.0 0.0
H 5.236 -0.131 5.019 0.0 0.0 0.0
H 4.555 4.571 -0.210 0.0 0.0 0.0
H 5.742 4.136 1.026 0.0 0.0 0.0
H 5.495 5.827 0.604 0.0 0.0 0.0
H 2.407 5.866 0.462 0.0 0.0 0.0
H 3.504 7.041 1.183 0.0 0.0 0.0
H 2.203 6.367 2.151 0.0 0.0 0.0
H 5.298 4.714 3.477 0.0 0.0 0.0
H 3.797 5.524 3.942 0.0 0.0 0.0
H 5.037 6.403 3.039 0.0 0.0 0.0
C -0.785 -3.933 -4.758 0.0 0.0 0.0
C 0.057 -3.319 -3.649 0.0 0.0 0.0
C 1.501 -3.789 -3.772 0.0 0.0 0.0
C -0.489 -3.690 -2.275 0.0 -0.1 0.0
O 0.094 -1.890 -3.799 0.0 0.0 0.0
Si -1.060 -0.720 -3.771 0.0 0.0 -0.1
S -1.919 -0.513 -1.868 -0.1 0.0 0.0
O -0.178 0.633 -4.088 -0.1 0.1 0.0
C 0.076 1.373 -5.299 0.0 -0.1 0.0
C 0.522 0.419 -6.400 0.0 0.0 0.0
C -1.178 2.131 -5.701 0.0 0.0 0.0
C 1.186 2.358 -4.959 0.0 0.0 0.0
O -2.175 -0.992 -4.920 0.0 0.0 0.0
C -3.578 -1.273 -5.094 0.0 0.0 0.0
C -4.345 0.042 -5.139 0.0 0.0 0.0
C -3.695 -2.000 -6.426 0.0 0.0 0.0
C -4.113 -2.142 -3.965 0.0 -0.1 0.0
H -0.731 -5.022 -4.711 0.0 0.0 0.0
H -0.424 -3.605 -5.734 0.0 0.0 0.0
H -1.830 -3.638 -4.662 0.1 0.0 0.0
H 1.551 -4.878 -3.755 0.0 0.0 0.0
H 2.093 -3.411 -2.935 0.0 0.0 0.0
H 1.937 -3.434 -4.707 0.0 0.0 0.0
H -0.350 -4.757 -2.093 0.0 0.0 0.0
H -1.549 -3.451 -2.182 0.0 0.0 0.0
H 0.047 -3.137 -1.502 0.0 0.0 0.0
H -0.268 -0.298 -6.629 0.0 0.0 0.0
H 1.413 -0.132 -6.092 0.0 0.0 0.0
H 0.759 0.974 -7.310 0.0 0.0 0.0
H -1.979 1.436 -5.937 -0.1 -0.1 0.0
H -0.985 2.750 -6.579 0.0 0.0 0.0
H -1.505 2.777 -4.884 0.0 0.0 0.0
H 2.100 1.834 -4.676 0.0 0.0 0.0
H 0.875 3.003 -4.133 0.0 0.0 0.0
H 1.411 2.990 -5.819 0.0 0.0 0.0
H -4.056 0.633 -6.008 0.0 0.0 0.0
H -4.156 0.623 -4.234 0.0 0.0 0.0
H -5.416 -0.152 -5.207 0.0 0.0 0.0
H -3.245 -1.401 -7.219 0.0 0.0 0.0
H -4.744 -2.172 -6.674 0.0 0.0 0.0
H -3.187 -2.964 -6.389 0.0 0.0 0.0
H -4.114 -1.607 -3.016 0.0 0.0 0.0
H -3.522 -3.054 -3.848 -0.1 0.1 0.0
H -5.140 -2.434 -4.194 0.0 0.0 0.0
```
Forces are in eV/Å.

These are the Mulliken partial charges, in e, on atoms 1 to 2: number 1, Pt, carries 3.334; number 2, C, carries -0.769